ORCA calculation (ωB97M-V/def2-TZVPD) on a 10-piece molecular cluster, C60H120F15N5O10 overall.

Each atom is followed by the atoms it is bonded to, with distances in Å.
Geometry (Å):
1 F -3.503 -6.048 -1.940  C31 1.327
2 F -1.225 2.349 5.349  C70 1.372
3 F 8.527 1.949 -1.496  C46 1.375
4 F -0.555 8.315 1.490  C75 1.328
5 F 7.023 2.213 -3.145  C46 1.368
6 F -1.069 1.654 -4.590  C48 1.359
7 F -2.943 -7.564 -0.522  C31 1.338
8 F 1.346 7.224 1.249  C75 1.368
9 F -2.595 0.791 -3.343  C48 1.342
10 F -1.610 -0.428 -4.878  C48 1.348
11 F -0.454 0.536 6.320  C70 1.369
12 F -0.005 7.405 -0.421  C75 1.374
13 F 6.604 2.898 -1.100  C46 1.391
14 F 0.912 1.847 5.189  C70 1.375
15 F -2.768 -5.545 0.102  C31 1.376
16 O -5.509 -5.157 -0.341  C74 1.319
17 O 0.259 -0.478 3.721  C81 1.309
18 O -0.973 1.312 2.889  C40 1.393, C81 1.474
19 O 5.246 0.656 -1.300  C56 1.287
20 O -0.877 -0.747 -1.983  C36 1.452, C41 1.433
21 O -0.334 4.896 0.615  C86 1.313
22 O -2.008 6.269 1.523  C60 1.448, C86 1.494
23 O 0.724 -0.219 -3.638  C36 1.289
24 O -5.166 -7.002 1.040  C45 1.397, C74 1.434
25 O 7.238 -0.130 -0.387  C50 1.439, C56 1.452
26 N -2.169 4.458 -2.051  C44 1.453, C47 1.506, C54 1.546, C57 1.471
27 N 0.983 -3.917 4.649  C34 1.528, C39 1.503, C43 1.491, C90 1.488
28 N 2.878 2.911 0.318  C33 1.515, C52 1.475, C63 1.435, C65 1.466
29 N 3.493 -1.788 -3.800  C55 1.529, C73 1.527, C78 1.472, C88 1.502
30 N -5.408 -2.288 -1.258  C35 1.535, C59 1.555, C69 1.504, C89 1.504
31 C -3.555 -6.382 -0.656  F1 1.327, F7 1.338, F15 1.376, C74 1.549
32 C -4.416 -3.320 -3.267  C59 1.554, C64 1.583, H126 1.103, H184 1.079
33 C 4.261 2.576 0.840  N28 1.515, C38 1.516, H143 1.072, H155 1.105
34 C 0.127 -3.107 5.623  N27 1.528, C53 1.540, H124 1.068, H192 1.091
35 C -5.618 -2.508 0.246  N30 1.535, C79 1.497, H128 1.058, H150 1.118
36 C -0.308 0.158 -2.965  O20 1.452, O23 1.289, C48 1.521, H173 1.123
37 C 5.649 -0.400 -6.076  C67 1.525, H91 1.095, H95 1.073, H117 1.099
38 C 3.942 1.796 2.101  C33 1.516, C71 1.500, H100 1.104, H135 1.148
39 C 0.234 -5.220 4.627  N27 1.503, C76 1.519, H130 1.102, H181 1.108
40 C -0.834 0.757 1.620  O18 1.393, C51 1.524, H167 1.125, H186 1.106
41 C -0.376 -2.088 -1.905  O20 1.433, C82 1.519, H178 1.097, H205 1.064
42 C 4.703 -3.253 -2.300  C83 1.544, C88 1.550, H119 1.107, H161 1.084
43 C 0.937 -3.329 3.280  N27 1.491, H93 1.097, H118 1.101, H154 1.111
44 C -2.911 3.893 -3.165  N26 1.453, C58 1.544, H107 1.056, H156 1.075
45 C -6.421 -6.798 1.619  O24 1.397, C85 1.567, H149 1.102, H169 1.071
46 C 7.195 1.873 -1.831  F3 1.375, F5 1.368, F13 1.391, C56 1.598
47 C -2.660 3.703 -0.845  N26 1.506, C77 1.505, H204 1.094, H210 1.120
48 C -1.423 0.517 -3.936  F6 1.359, F9 1.342, F10 1.348, C36 1.521
49 C -2.842 8.294 -2.394  C61 1.549, H105 1.072, H108 1.107, H151 1.083
50 C 7.460 0.616 0.824  O25 1.439, C66 1.557, H110 1.149, H171 1.118
51 C -2.195 0.174 1.254  C40 1.524, H96 1.111, H152 1.051, H201 1.124
52 C 2.197 3.381 1.537  N28 1.475, C71 1.530, H172 1.083, H174 1.091
53 C -1.321 -3.628 5.552  C34 1.540, C76 1.565, H131 1.099, H162 1.092
54 C -2.499 5.934 -1.730  N26 1.546, C61 1.554, H179 1.123, H197 1.108
55 C 3.118 -1.348 -2.384  N29 1.529, C83 1.571, H122 1.064, H141 1.057
56 C 6.506 0.474 -1.485  O19 1.287, O25 1.452, C46 1.598, H94 1.084
57 C -0.730 4.236 -2.256  N26 1.471, H115 1.098, H142 1.099, H147 1.080
58 C -4.327 3.620 -2.612  C44 1.544, C77 1.549, H133 1.090, H166 1.111
59 C -4.133 -3.017 -1.769  N30 1.555, C32 1.554, H148 1.060, H177 1.085
60 C -2.693 5.391 2.448  O22 1.448, C72 1.521, H125 1.073, H159 1.104
61 C -2.153 6.977 -2.829  C49 1.549, C54 1.554, H144 1.079, H200 1.098
62 C 4.228 4.920 -2.443  C80 1.553, H112 1.164, H140 1.062, H157 1.064
63 C 3.000 4.012 -0.595  N28 1.435, C80 1.561, H203 1.083, H206 1.103
64 C -5.952 -2.993 -3.465  C32 1.583, C69 1.524, H132 1.092, H145 1.065
65 C 2.326 1.709 -0.314  N28 1.466, H113 1.126, H183 1.044, H198 1.068
66 C 7.886 -0.476 1.849  C50 1.557, H109 1.080, H199 1.095, H202 1.052
67 C 4.186 -0.832 -6.042  C37 1.525, C78 1.561, H121 1.098, H163 1.075
68 C 4.304 -3.395 6.381  C87 1.468, H97 1.070, H146 1.108, H190 1.076
69 C -6.490 -2.980 -2.040  N30 1.504, C64 1.524, H134 1.104, H187 1.097
70 C -0.351 1.303 5.191  F2 1.372, F11 1.369, F14 1.375, C81 1.562
71 C 2.790 2.560 2.684  C38 1.500, C52 1.530, H92 1.042, H194 1.080
72 C -4.071 5.933 2.795  C60 1.521, H139 1.071, H168 1.133, H170 1.080
73 C 2.437 -2.715 -4.397  N29 1.527, H116 1.089, H180 1.092, H196 1.075
74 C -5.050 -6.390 -0.252  O16 1.319, O24 1.434, C31 1.549, H193 1.179
75 C 0.013 7.247 0.943  F4 1.328, F8 1.368, F12 1.374, C86 1.502
76 C -1.228 -4.820 4.542  C39 1.519, C53 1.565, H101 1.090, H104 1.076
77 C -4.130 3.480 -1.082  C47 1.505, C58 1.549, H99 1.088, H106 1.108
78 C 3.464 -0.607 -4.677  N29 1.472, C67 1.561, H158 1.129, H176 1.147
79 C -4.502 -1.976 1.090  C35 1.497, C84 1.516, H120 1.096, H195 1.070
80 C 3.532 3.603 -2.004  C62 1.553, C63 1.561, H185 1.101, H207 1.123
81 C -0.701 0.370 3.989  O17 1.309, O18 1.474, C70 1.562, H103 1.159
82 C 0.226 -2.353 -0.535  C41 1.519, H153 1.136, H160 1.106, H164 1.122
83 C 3.680 -2.475 -1.445  C42 1.544, C55 1.571, H114 1.103, H208 1.108
84 C -4.402 -2.596 2.470  C79 1.516, H136 1.124, H137 1.065, H182 1.072
85 C -6.328 -7.842 2.784  C45 1.567, H111 1.060, H188 1.105, H189 1.087
86 C -0.558 5.931 1.391  O21 1.313, O22 1.494, C75 1.502, H98 1.166
87 C 3.203 -2.949 5.518  C68 1.468, C90 1.498, H102 1.077, H191 1.118
88 C 4.849 -2.396 -3.583  N29 1.502, C42 1.550, H123 1.108, H129 1.071
89 C -5.132 -0.834 -1.525  N30 1.504, H138 1.092, H165 1.157, H209 1.100
90 C 2.343 -4.137 5.211  N27 1.488, C87 1.498, H127 1.097, H175 1.063
91 H 5.692 0.586 -5.600  C37 1.095
92 H 3.157 3.175 3.442  C71 1.042
93 H 0.002 -3.658 2.811  C43 1.097
94 H 6.860 -0.148 -2.300  C56 1.084
95 H 6.283 -1.065 -5.522  C37 1.073
96 H -2.300 -0.575 2.068  C51 1.111
97 H 4.060 -3.568 7.408  C68 1.070
98 H -0.232 5.655 2.475  C86 1.166
99 H -4.783 4.160 -0.539  C77 1.088
100 H 4.769 1.848 2.830  C38 1.104
101 H -1.854 -5.639 4.897  C76 1.090
102 H 2.622 -2.132 5.911  C87 1.077
103 H -1.712 -0.147 4.222  C81 1.159
104 H -1.491 -4.622 3.517  C76 1.076
105 H -2.493 9.116 -2.987  C49 1.072
106 H -4.311 2.416 -0.828  C77 1.108
107 H -2.430 3.020 -3.515  C44 1.056
108 H -3.946 8.212 -2.383  C49 1.107
109 H 8.647 -1.102 1.408  C66 1.080
110 H 6.492 1.138 1.157  C50 1.149
111 H -6.628 -7.611 3.774  C85 1.060
112 H 4.936 5.397 -1.651  C62 1.164
113 H 1.780 1.025 0.395  C65 1.126
114 H 4.202 -1.929 -0.641  C83 1.103
115 H -0.488 3.184 -2.056  C57 1.098
116 H 2.439 -3.609 -3.774  C73 1.089
117 H 6.109 -0.250 -7.063  C37 1.099
118 H 1.032 -2.232 3.252  C43 1.101
119 H 5.688 -3.282 -1.795  C42 1.107
120 H -4.547 -0.888 1.214  C79 1.096
121 H 4.184 -1.887 -6.348  C67 1.098
122 H 3.616 -0.410 -2.307  C55 1.064
123 H 5.220 -3.053 -4.394  C88 1.108
124 H 0.198 -2.076 5.355  C34 1.068
125 H -2.760 4.413 2.014  C60 1.073
126 H -4.325 -4.398 -3.485  C32 1.103
127 H 2.046 -4.596 6.163  C90 1.097
128 H -6.534 -2.037 0.490  C35 1.058
129 H 5.563 -1.602 -3.505  C88 1.071
130 H 0.458 -5.676 5.605  C39 1.102
131 H -2.014 -2.809 5.315  C53 1.099
132 H -6.001 -2.026 -3.970  C64 1.092
133 H -5.028 4.435 -2.788  C58 1.090
134 H -7.432 -2.430 -1.869  C69 1.104
135 H 3.742 0.721 1.752  C38 1.148
136 H -5.395 -2.579 2.996  C84 1.124
137 H -4.187 -3.629 2.331  C84 1.065
138 H -4.874 -0.907 -2.583  C89 1.092
139 H -4.545 5.245 3.465  C72 1.071
140 H 4.939 4.710 -3.203  C62 1.062
141 H 2.082 -1.166 -2.489  C55 1.057
142 H -0.183 4.795 -1.483  C57 1.099
143 H 4.863 2.165 0.054  C33 1.072
144 H -1.099 7.198 -2.761  C61 1.079
145 H -6.457 -3.618 -4.164  C64 1.065
146 H 5.148 -2.685 6.477  C68 1.108
147 H -0.486 4.591 -3.246  C57 1.080
148 H -4.094 -3.833 -1.094  C59 1.060
149 H -6.550 -5.762 1.971  C45 1.102
150 H -5.830 -3.595 0.397  C35 1.118
151 H -2.491 8.655 -1.434  C49 1.083
152 H -2.256 -0.314 0.325  C51 1.051
153 H 1.135 -1.691 -0.374  C82 1.136
154 H 1.829 -3.818 2.833  C43 1.111
155 H 4.634 3.575 1.127  C33 1.105
156 H -2.976 4.572 -3.996  C44 1.075
157 H 3.480 5.576 -2.819  C62 1.064
158 H 3.883 0.223 -4.035  C78 1.129
159 H -1.953 5.360 3.267  C60 1.104
160 H -0.304 -2.004 0.371  C82 1.106
161 H 4.562 -4.313 -2.477  C42 1.084
162 H -1.713 -4.015 6.494  C53 1.092
163 H 3.614 -0.320 -6.794  C67 1.075
164 H 0.398 -3.462 -0.496  C82 1.122
165 H -6.042 -0.158 -1.301  C89 1.157
166 H -4.776 2.787 -3.193  C58 1.111
167 H -0.134 -0.117 1.518  C40 1.125
168 H -4.126 6.869 3.433  C72 1.133
169 H -7.250 -6.967 0.961  C45 1.071
170 H -4.652 6.082 1.898  C72 1.080
171 H 8.269 1.369 0.656  C50 1.118
172 H 2.359 4.451 1.583  C52 1.083
173 H -0.345 1.079 -2.323  C36 1.123
174 H 1.121 3.305 1.377  C52 1.091
175 H 2.760 -4.840 4.531  C90 1.063
176 H 2.366 -0.322 -4.846  C78 1.147
177 H -3.208 -2.449 -1.740  C59 1.085
178 H 0.475 -2.319 -2.559  C41 1.097
179 H -1.940 6.108 -0.771  C54 1.123
180 H 2.699 -2.937 -5.433  C73 1.092
181 H 0.558 -5.844 3.771  C39 1.108
182 H -3.709 -2.066 3.093  C84 1.072
183 H 3.172 1.268 -0.738  C65 1.044
184 H -3.802 -2.777 -3.968  C32 1.079
185 H 4.263 2.784 -1.924  C80 1.101
186 H -0.487 1.580 0.968  C40 1.106
187 H -6.630 -3.976 -1.599  C69 1.097
188 H -5.298 -8.238 2.829  C85 1.105
189 H -6.957 -8.710 2.605  C85 1.087
190 H 4.732 -4.315 6.024  C68 1.076
191 H 3.591 -2.535 4.555  C87 1.118
192 H 0.603 -3.279 6.589  C34 1.091
193 H -5.415 -7.181 -1.046  C74 1.179
194 H 2.038 1.861 3.018  C71 1.080
195 H -3.585 -2.132 0.562  C79 1.070
196 H 1.504 -2.187 -4.312  C73 1.075
197 H -3.562 5.877 -1.423  C54 1.108
198 H 1.531 2.000 -0.965  C65 1.068
199 H 7.123 -1.220 2.095  C66 1.095
200 H -2.275 6.614 -3.858  C61 1.098
201 H -3.096 0.843 1.321  C51 1.124
202 H 8.348 -0.076 2.705  C66 1.052
203 H 3.530 4.829 -0.119  C63 1.083
204 H -2.190 4.189 0.014  C47 1.094
205 H -1.117 -2.830 -2.079  C41 1.064
206 H 2.044 4.530 -0.780  C63 1.103
207 H 2.715 3.374 -2.739  C80 1.123
208 H 2.903 -3.168 -1.067  C83 1.108
209 H -4.207 -0.541 -1.006  C89 1.100
210 H -2.112 2.739 -1.003  C47 1.120

The calculation puts the strongest force on any atom at 3.32 eV/A. As for the LUMO energy: 0.00060 Eh. For the calculated total energy, the calculation gives -132845.153 eV. Its molar mass is 1356.6 g/mol. Its total charge is 0. The value obtained for the gap between HOMO and LUMO is 7.78 eV.